The molecule C14H19NO2 in a non-equilibrium geometry, computed with ωB97M-V/def2-TZVPD.

Computed properties:
**Structure (SMILES)**: C=CCc1ccc(C(C)(C)C)cc1OC(N)=O
**Strongest force on any atom**: 0.0772 hartree/bohr
**Relative energy (zero: lowest compared OMol25 entry of this formula, charge and spin)**: 83.63 kJ/mol
**Orbital gap**: 9.694 eV
**Spin multiplicity**: 1
**Total energy**: -20411.2754 eV

XYZ file:
```
36
Properties=species:S:1:pos:R:3:lowdin_charge:R:1
C 4.2275 -0.1994 2.8214 0.01
C 3.6671 0.3093 1.6607 -0.15
C 2.4840 1.2778 1.6428 -0.14
C 1.4209 0.7970 0.6402 -0.14
C 1.5629 0.9843 -0.7519 -0.02
C 0.5988 0.5408 -1.6608 -0.02
C -0.5653 -0.1485 -1.2529 -0.14
C -1.6830 -0.5741 -2.2392 -0.55
C -1.2432 -0.4284 -3.7009 -0.08
C -1.9993 -2.0819 -2.0685 -0.06
C -2.9492 0.2831 -2.0166 -0.04
C -0.7049 -0.3846 0.1310 0.07
C 0.2594 0.1083 1.0751 -0.17
O 0.1308 -0.1394 2.4375 0.07
C -0.8714 0.5157 3.0470 -0.61
N -1.1212 0.1548 4.3275 0.17
O -1.5214 1.4525 2.5992 0.08
H 3.9015 0.1128 3.7732 0.03
H 5.0092 -0.9827 2.7310 0.06
H 4.0911 -0.0071 0.6980 0.10
H 2.8457 2.2649 1.2819 0.12
H 2.1303 1.4138 2.6607 0.10
H 2.4666 1.4713 -1.1272 0.12
H 0.8461 0.6626 -2.6905 0.09
H -0.9835 0.6025 -3.9442 0.08
H -0.3589 -1.0463 -3.9072 0.09
H -2.0202 -0.7447 -4.3738 0.08
H -2.7637 -2.4008 -2.8165 0.09
H -2.4064 -2.2797 -1.0840 0.07
H -1.0447 -2.6604 -2.2325 0.11
H -2.7558 1.3047 -2.3248 0.08
H -3.2425 0.2472 -0.9406 0.09
H -3.8191 -0.0536 -2.5749 0.08
H -1.5167 -0.9313 0.5443 0.11
H -1.7274 0.8234 4.8033 0.12
H -0.3441 -0.2638 4.8326 0.11
```

***

A structure of composition C14H19NO3 in a non-equilibrium geometry, computed with ωB97M-V/def2-TZVPD.

Computed properties:
**Strongest force on any atom**: 0.0516 hartree/bohr
**Relative energy (zero: lowest compared OMol25 entry of this formula, charge and spin)**: 382.65 kJ/mol
**Orbital gap**: 7.354 eV
**Spin multiplicity**: 1
**Total energy**: -22456.5724 eV

XYZ file:
```
37
Properties=species:S:1:pos:R:3:lowdin_charge:R:1
C -3.3451 -0.0011 -0.3602 -0.01
O -1.9570 0.3397 -0.5080 -0.14
C -1.2738 0.6038 0.6048 -0.11
C -0.1219 1.4921 0.4191 -0.17
C 0.3518 2.1337 1.5683 0.00
C 1.3590 3.0791 1.4809 -0.03
C 1.9197 3.4167 0.2448 -0.26
C 3.0109 4.4481 0.1743 -0.05
C 1.4220 2.7974 -0.9074 -0.03
C 0.4055 1.8406 -0.8389 0.01
H -3.6885 -0.3535 -1.3376 0.10
H -3.4767 -0.7819 0.4060 0.11
H -3.8811 0.9139 -0.0696 0.10
H -1.9112 0.8012 1.4665 0.15
H -0.0963 1.8471 2.5203 0.13
H 1.7137 3.5853 2.3804 0.12
H 3.3280 4.6093 -0.8563 0.07
H 2.6875 5.4081 0.5916 0.09
H 3.8773 4.1245 0.7587 0.09
H 1.8188 3.0945 -1.8770 0.11
H 0.0111 1.3802 -1.7427 0.12
O -0.6421 -0.8300 1.7011 0.01
C 0.3961 -1.5532 1.4543 -0.55
C 0.4930 -2.0986 0.0291 -0.27
C 0.6897 -3.6313 -0.0267 -0.10
C -0.4461 -4.1764 -0.9137 -0.15
C -1.2807 -2.9534 -1.3394 -0.21
N -0.7048 -1.8398 -0.6456 -0.04
O 1.3049 -1.8842 2.2128 0.05
H 1.3413 -1.5536 -0.4198 0.15
H 1.6650 -3.8234 -0.4756 0.11
H 0.6648 -4.0833 0.9695 0.11
H -0.0452 -4.6620 -1.8103 0.10
H -1.0625 -4.8985 -0.3662 0.10
H -1.2617 -2.7909 -2.4337 0.11
H -2.3402 -3.0789 -1.0656 0.10
H -0.9251 -0.9214 -0.9882 0.08
```

***

A structure of composition C14H20Al2BrCl6FLiN4NaO7 in a non-equilibrium geometry, computed with ωB97M-V/def2-TZVPD.

Computed properties:
**Strongest force on any atom**: 0.0888 hartree/bohr
**Orbital gap**: 1.313 eV
**Spin multiplicity**: 1
**Total energy**: -200817.2310 eV
**Net charge**: +2

XYZ file:
```
57
Properties=species:S:1:pos:R:3:lowdin_charge:R:1
C -0.5692 3.5807 3.1030 -0.24
C -0.2065 4.0257 1.6980 -0.36
C -0.6355 5.4391 1.3091 0.02
N 0.4415 3.3078 0.8377 0.16
C -0.1900 2.0993 0.4451 -0.37
C -1.5526 2.2539 -0.2773 0.01
C -2.6303 1.7861 0.5924 -0.62
O -3.0066 0.7017 0.5627 -0.14
F -3.1551 2.6524 1.4215 0.09
C -0.1125 0.8624 1.4287 -0.09
N 0.1644 -0.2979 0.6119 0.12
C 1.1300 0.2703 -0.2266 -0.32
N 2.2368 -0.3158 -0.5538 0.19
C 2.5580 -1.6843 -0.1160 -0.15
C 1.7343 -2.7611 -0.7883 -0.25
C 2.3380 -4.0943 -0.3717 -0.56
Cl 1.3884 -4.7430 0.9715 0.61
N 0.7536 1.5077 -0.5944 0.16
H -0.0778 2.6460 3.3293 0.02
H -0.1943 4.2778 3.8502 -0.01
H -1.6755 3.5387 3.2680 0.00
H -0.4211 6.1281 2.1352 0.06
H -1.7098 5.4957 1.1815 0.12
H -0.0663 5.8225 0.4791 0.10
H -1.5566 1.6351 -1.1525 0.05
H -1.7432 3.2675 -0.6072 0.15
H -0.9001 0.7308 2.1570 0.13
H 0.7732 1.0944 2.0114 0.13
H -0.6450 -0.5306 0.0360 0.14
H 2.9180 0.1649 -1.1204 0.18
H 2.4287 -1.7840 0.9550 0.13
H 3.6030 -1.8458 -0.3226 0.13
H 1.7820 -2.6658 -1.8680 0.12
H 0.7029 -2.7194 -0.4736 0.09
H 3.3290 -3.9372 0.0272 0.07
H 2.3858 -4.8021 -1.1798 0.07
H 0.5785 1.7009 -1.5734 0.08
Cl -4.4722 0.3030 2.0485 0.04
C 2.7541 -7.8685 0.3773 -0.88
O 3.6660 -7.5632 1.1394 0.05
O 1.8684 -8.7392 0.5629 0.36
O 2.5177 -7.3853 -0.7593 0.30
C -1.1542 0.1681 -4.3028 -1.50
Cl -0.2369 1.6621 -4.0042 0.57
Cl -0.0974 -1.1163 -4.8353 0.61
Cl -2.0330 -0.3067 -2.8425 0.59
H -1.8793 0.3619 -5.0842 0.01
Al -1.5059 2.6359 5.2218 0.74
C -2.5937 -2.2813 -7.1043 -0.88
O -3.0962 -1.4508 -6.3716 0.20
O -3.1823 -3.0072 -7.9417 0.36
O -1.3759 -2.5877 -7.1799 0.28
Li 4.1747 -6.5006 2.5880 0.61
Na 0.9314 5.4876 3.5983 0.74
Br 3.7327 -4.1854 3.8010 -0.47
Al -4.1574 3.6773 5.2768 0.35
Cl -4.0585 5.8877 4.6259 -0.06
```

***

A structure of composition C14H20AlFN2O4S4, computed with ωB97M-V/def2-TZVPD.

Computed properties:
**Strongest force on any atom**: 0.0030 hartree/bohr
**Relative energy (zero: lowest compared OMol25 entry of this formula, charge and spin)**: 4.59 kJ/mol
**Orbital gap**: 7.686 eV
**Spin multiplicity**: 1
**Total energy**: -78658.4465 eV
**Net charge**: +2

XYZ file:
```
46
Properties=species:S:1:pos:R:3:lowdin_charge:R:1
Al 0.0017 -1.0520 -0.9107 -0.16
C -2.2341 0.1211 -3.0565 -0.43
C -2.8906 0.6620 -1.7977 -0.44
S -1.7839 0.6682 -0.3660 1.02
C -0.8538 2.2161 -0.4774 -0.44
C 0.3990 2.0446 0.3729 -0.43
S 1.5084 0.7110 -0.1722 1.03
C 2.0745 1.3645 -1.7745 -0.43
C 2.7655 0.2642 -2.5602 -0.44
S 1.7326 -1.2048 -2.7719 1.03
C 0.7177 -0.8750 -4.2347 -0.44
C -0.4913 -1.7979 -4.1652 -0.43
S -1.5623 -1.5358 -2.7202 1.03
H -1.4366 0.7784 -3.4021 0.08
H -2.9728 0.0150 -3.8510 0.11
H -3.7373 0.0454 -1.4944 0.10
H -3.2638 1.6731 -1.9579 0.11
H -1.4651 3.0132 -0.0554 0.11
H -0.6303 2.4641 -1.5137 0.09
H 0.1499 1.7972 1.4058 0.10
H 0.9898 2.9602 0.3875 0.11
H 2.7747 2.1710 -1.5563 0.11
H 1.2269 1.7723 -2.3243 0.08
H 3.6566 -0.0936 -2.0434 0.10
H 3.0762 0.6238 -3.5406 0.11
H 1.3036 -1.1226 -5.1195 0.11
H 0.4410 0.1770 -4.2878 0.09
H -0.1912 -2.8450 -4.1032 0.10
H -1.1185 -1.6880 -5.0497 0.11
F 1.1451 -8.2018 -0.3234 0.13
C 1.5680 -7.0217 0.1027 -0.19
C 0.7329 -6.1336 0.6343 0.06
N 1.1977 -4.9041 1.0990 0.00
C 0.3109 -3.8698 1.5448 -0.01
C 0.1005 -2.8037 0.5141 -0.44
O 0.6333 -2.8183 -0.6416 0.02
O -0.5725 -1.7442 0.7623 0.02
C 2.5237 -4.5165 0.9633 -0.47
O 2.8852 -3.3923 1.2585 0.09
N 3.3555 -5.4848 0.4743 0.23
C 3.0063 -6.7523 -0.0255 -0.37
O 3.8205 -7.4899 -0.5007 0.16
H -0.3203 -6.3412 0.7609 0.15
H 0.7598 -3.3438 2.3913 0.16
H -0.6463 -4.2663 1.8831 0.16
H 4.3352 -5.2384 0.4119 0.18
```

***

A structure of composition C14H20Cl2N2O2PSeSn in a non-equilibrium geometry, computed with ωB97M-V/def2-TZVPD.

Computed properties:
**Strongest force on any atom**: 0.0664 hartree/bohr
**Relative energy (zero: lowest compared OMol25 entry of this formula, charge and spin)**: 0.00 kJ/mol
**Orbital gap (spin up / spin down)**: 4.833 / 5.483 eV
**Spin multiplicity**: 1
**Total energy**: -127401.2971 eV
**Net charge**: +3

XYZ file:
```
43
Properties=species:S:1:pos:R:3:lowdin_charge:R:1
C -0.3413 -4.1435 -5.5467 -0.03
C -0.1111 -3.0950 -4.5228 -0.73
H -1.4199 -4.2791 -5.7052 0.12
H 0.1059 -5.0875 -5.2155 0.10
H 0.1516 -3.8423 -6.4849 0.13
O -0.7562 -2.0726 -4.3381 -0.07
Cl 1.3500 -3.4529 -3.5029 0.67
Sn 0.2734 -1.3924 -1.8880 0.79
P -0.1336 1.2790 -2.9037 0.78
C -1.4933 2.5021 -2.9414 -0.22
C 1.2489 2.4344 -2.5747 -0.23
H 0.8903 0.2768 -4.8692 0.05
H 0.2971 1.9457 -5.1631 0.09
H -0.8520 0.5648 -5.1068 0.07
C 0.0722 0.9813 -4.6905 -0.23
H 2.2004 1.8918 -2.5684 0.00
H 1.2525 3.2007 -3.3620 0.09
H -1.2752 3.2428 -3.7267 0.09
H -1.5704 3.0091 -1.9701 0.07
H 1.1012 2.9040 -1.5945 0.07
H -2.4398 1.9946 -3.1664 0.07
C -1.9766 0.3889 -0.6372 -0.10
O -2.8951 0.8730 -0.1665 0.11
Cl 2.5720 -0.6382 -2.3318 -0.01
C 2.5373 0.6432 3.5505 0.01
N 1.1180 0.3405 3.4870 -0.05
C 0.4545 -0.0712 2.3607 -0.62
Se 1.2324 -0.0554 0.6928 0.80
N -0.8049 -0.4249 2.7911 0.16
C -0.9137 -0.2905 4.1813 -0.12
C -1.9226 -0.6221 5.0774 0.06
C -1.6527 -0.4306 6.4438 0.05
C -0.4125 0.0847 6.8779 0.04
C 0.5960 0.4124 5.9596 0.07
C 0.2994 0.2159 4.6141 -0.10
H 3.1334 -0.2745 3.6384 0.13
H 2.7105 1.2689 4.4293 0.11
H 2.8288 1.1650 2.6360 0.08
H -1.5263 -0.7831 2.1734 0.17
H -2.8648 -1.0089 4.6883 0.14
H -2.4071 -0.6842 7.1934 0.15
H -0.2291 0.2263 7.9434 0.14
H 1.5722 0.8027 6.2388 0.14
```